Formula: C42H105F6N7O14PSr
Source: OMol25
Level of theory: the ωB97M-V functional and the def2-TZVPD basis

Geometry as XYZ:
```
176
C42H105F6N7O14PSr (the ωB97M-V functional and the def2-TZVPD basis)
Sr 1.963 -2.588 3.905
P -0.031 -1.290 0.886
F -0.668 -2.712 0.524
F 1.474 -1.772 0.441
F 0.318 -1.845 2.416
F -1.474 -0.846 1.446
F 0.623 0.139 1.261
F -0.293 -0.797 -0.613
O -2.529 -3.146 -3.698
O 1.723 5.765 4.119
O 2.715 8.159 -1.110
O -6.197 -1.421 1.354
O -0.127 -1.646 5.283
O 4.487 -2.886 2.271
O 2.301 0.556 -3.915
O -1.595 3.271 -0.997
O -8.244 -2.899 4.217
O 2.189 -0.424 5.717
O 4.997 4.380 0.056
O 0.817 -3.271 -6.627
O 1.466 -4.450 1.753
O -3.134 -2.721 -9.605
N 1.774 -2.393 -4.252
N 2.391 4.072 1.796
N 2.888 -0.423 2.903
N -3.136 -1.748 -6.714
N 0.239 6.356 -1.739
N 0.590 -4.659 4.632
N -5.510 -1.940 4.131
C 2.767 1.830 -3.548
C 2.652 -0.739 7.028
C 4.307 -0.516 2.554
C -1.550 1.882 -1.232
C -4.552 -1.720 3.036
C 1.311 -1.515 -3.167
C 4.686 -1.642 1.570
C 1.057 6.713 4.932
C -5.863 -3.340 4.376
C -7.216 -3.378 5.081
C -0.363 -4.077 5.639
C -0.582 5.370 -1.074
C 3.160 5.178 2.325
C 2.214 -0.347 -2.825
C -2.155 -3.127 -2.339
C -2.191 -1.624 -5.588
C 2.299 6.239 2.899
C -0.715 4.039 -1.798
C 3.176 3.098 1.039
C -3.369 -1.407 -9.156
C -3.121 -2.871 -11.006
C -1.010 -2.775 5.225
C -9.071 -1.973 4.904
C -4.956 -2.056 1.605
C 1.410 8.547 -1.499
C 2.809 0.732 5.169
C 3.770 3.697 -0.225
C 5.197 5.394 -0.899
C 5.006 -4.016 1.599
C 0.992 -4.275 -5.656
C 1.970 -4.899 0.505
C -2.778 -1.851 -4.211
C -0.137 -5.008 3.388
C 1.273 -3.696 -7.910
C -2.502 -1.194 -7.922
C 3.679 9.100 -1.496
C -6.165 -0.096 0.864
C 2.564 0.799 3.665
C 0.416 7.560 -0.929
C 0.840 -5.563 2.413
C -0.885 -0.460 5.167
C 0.901 -3.598 -4.279
H -2.308 -0.129 -7.766
H 0.356 6.184 5.576
H 1.914 3.576 2.540
H 3.666 -0.413 7.275
H -5.050 -3.141 1.538
H -3.268 -2.739 -6.898
H 3.527 9.460 -2.521
H 3.065 1.690 3.272
H -1.245 -2.589 -2.066
H -5.199 -3.724 5.155
H 1.086 -4.196 -3.392
H -3.087 -0.618 -9.870
H 1.081 -2.868 -8.587
H 4.412 -4.891 1.865
H -1.152 -4.832 5.729
H -0.562 8.050 -0.991
H 4.800 0.384 2.166
H -9.502 -2.370 5.830
H 6.166 5.888 -0.810
H -2.266 -2.338 -11.434
H 0.212 -5.040 -5.728
H 1.988 -4.730 -5.722
H 1.443 6.512 2.275
H 3.737 9.968 -0.831
H -5.687 0.578 1.582
H -2.105 1.634 -2.141
H 4.021 4.913 2.960
H 1.212 -5.366 -0.129
H 2.655 2.504 -4.393
H 1.821 7.220 5.522
H 4.100 2.791 1.567
H 0.048 -3.992 6.646
H 1.161 9.521 -1.052
H 2.434 1.680 5.567
H -9.880 -1.678 4.242
H -2.984 -2.637 -1.804
H 0.309 -1.156 -3.422
H 1.768 0.208 -1.991
H -1.759 -0.619 -5.617
H 1.164 5.938 -1.840
H 2.642 2.164 0.872
H 3.890 0.766 5.339
H 6.042 -4.240 1.860
H -3.624 -2.229 3.341
H -1.324 -2.251 -5.830
H 5.173 5.041 -1.936
H 2.854 -5.535 0.577
H -2.984 -3.939 -11.184
H 2.883 7.155 3.052
H 1.525 0.966 3.364
H -0.106 -3.165 -4.280
H -7.160 -2.866 6.041
H -4.244 -0.669 3.071
H 0.739 -4.618 -8.161
H -1.373 -2.771 4.193
H -5.895 -3.827 3.401
H -7.440 -4.435 5.265
H -4.024 -2.609 -11.567
H 3.091 4.374 -0.750
H 4.039 2.892 -0.918
H 3.735 5.667 1.529
H -0.256 5.159 -0.042
H 3.215 -0.712 -2.566
H -5.612 -0.014 -0.077
H -2.027 1.402 -0.376
H 1.665 -6.189 2.783
H 4.837 -0.729 3.493
H 3.835 1.819 -3.283
H 4.932 -3.935 0.512
H 2.240 2.152 -2.641
H 0.460 7.400 4.327
H -2.120 -4.160 -1.988
H 5.756 -1.516 1.416
H -0.821 -5.815 3.671
H -1.515 -0.405 4.275
H -1.483 -0.225 6.053
H -4.215 -1.673 0.899
H -8.481 -1.108 5.226
H -1.204 4.082 -2.781
H 0.269 3.569 -1.941
H 2.457 -0.346 1.982
H -1.603 5.734 -0.908
H -0.549 1.446 -1.230
H -1.850 -2.659 5.915
H 2.239 -4.011 -0.071
H -0.529 -4.225 2.732
H -6.267 -1.333 3.830
H 1.302 8.686 -2.580
H -0.182 0.372 5.109
H 4.676 8.655 -1.532
H -3.855 -1.649 -4.268
H -4.403 -1.109 -8.948
H 1.615 -1.903 -5.125
H 4.453 6.187 -0.773
H 0.959 -5.575 4.860
H -2.413 -1.041 -3.569
H 0.260 -6.195 1.731
H 1.964 -0.290 7.744
H 2.345 -3.920 -7.903
H 0.673 7.402 0.125
H 4.012 -1.646 0.712
H -7.208 0.154 0.701
H 2.721 -1.823 7.152
H 1.394 -2.099 -2.246
H -1.511 -1.650 -8.048
```

The total charge is +1. Its HOMO-LUMO gap is 6.67 eV. The HOMO energy comes out at -9.65 eV. The energy above the lowest of the compared OMol25 structures with the same formula, charge and spin comes out at 0.0 kcal per mole.

Atom charges from the Löwdin analysis, given in e for atoms 1 to 5:
1. Sr 1.63
2. P 0.21
3. F -0.12
4. F -0.16
5. F -0.31



Formula: C42H105N7O9
Source: OMol25
Level of theory: the ωB97M-V functional and the def2-TZVPD basis

Geometry as XYZ:
```
163
C42H105N7O9 (the ωB97M-V functional and the def2-TZVPD basis)
O -1.665 33.660 1.739
O -4.567 24.350 9.151
O -7.042 31.181 -0.407
O -9.594 33.656 8.450
O -5.066 15.302 5.957
O -9.561 31.798 14.772
O -5.019 22.070 14.251
O -16.882 27.567 12.769
O 0.832 22.990 3.982
N -1.221 33.740 3.098
N -11.317 35.012 15.254
N -1.989 21.226 15.954
N -6.816 29.640 -2.911
N -6.366 15.814 6.403
N -14.142 27.393 13.863
N -11.772 35.551 9.268
C 0.072 33.579 5.753
C -3.208 21.952 15.801
C -1.831 31.325 3.270
C -14.573 26.853 12.558
C 0.592 35.477 2.994
C 0.592 32.067 2.842
C -13.232 34.467 7.655
C -10.543 33.818 15.591
C -0.539 23.102 4.296
C -6.001 18.144 5.470
C -6.276 16.137 7.915
C -2.853 23.435 15.563
C -11.933 34.336 8.444
C -3.860 21.305 14.588
C -5.881 14.905 8.803
C -13.608 25.735 12.357
C -5.709 24.770 8.556
C -11.565 32.953 16.371
C -17.231 28.205 11.626
C -5.446 17.411 8.491
C -1.802 36.010 3.355
C -7.195 31.722 -1.761
C -10.187 32.995 14.387
C -16.096 26.434 12.687
C -8.205 17.315 6.008
C -0.742 35.004 3.633
C -6.965 16.394 4.007
C -10.617 34.256 7.603
C -0.708 22.349 5.560
C -8.245 30.634 0.017
C -8.291 33.408 7.964
C -6.211 30.898 -2.662
C -6.056 31.613 -4.057
C -7.716 16.500 8.388
C -8.301 17.546 7.543
C -9.288 31.014 13.581
C -0.604 32.348 5.061
C -0.740 32.380 3.537
C -6.158 21.621 14.981
C -5.414 25.787 7.472
C -0.533 34.896 5.179
C -6.818 16.865 5.519
H 0.743 36.538 3.189
H -4.544 17.595 7.907
H -0.851 24.145 4.357
H -10.201 31.001 12.986
H -16.412 28.722 11.126
H -2.794 31.561 3.724
H -7.061 31.850 -4.404
H -1.180 22.654 3.537
H -5.287 14.466 5.541
H -8.513 29.733 -0.535
H -0.038 33.728 6.828
H -7.909 18.515 7.852
H -7.923 34.223 7.341
H -8.510 18.211 5.467
H -4.122 20.253 14.694
H -13.631 25.236 11.389
H -12.082 33.593 9.228
H -2.616 33.548 1.809
H -6.105 21.734 16.063
H -10.952 35.226 9.760
H -3.264 21.520 13.701
H 1.151 33.578 5.596
H -7.053 29.176 -2.045
H -1.573 37.038 3.638
H -6.187 18.595 6.445
H -5.273 30.714 -2.139
H -2.844 35.776 3.572
H -14.359 27.481 11.692
H -9.010 16.696 5.611
H -11.051 32.652 13.817
H -9.676 33.536 13.590
H -10.698 35.683 14.823
H -7.996 30.307 1.027
H -6.279 26.330 7.089
H -7.657 17.014 3.437
H -6.032 29.125 -3.284
H -1.302 21.965 15.999
H -6.300 23.971 8.108
H -1.738 20.868 15.043
H -9.697 34.196 16.165
H -10.821 33.526 6.821
H -7.648 16.765 9.443
H -3.840 23.896 15.525
H -13.545 33.496 7.271
H -1.508 30.301 3.457
H -4.898 23.803 9.867
H 1.461 34.864 3.234
H -4.725 26.585 7.746
H -16.245 25.937 13.646
H -6.501 18.897 4.860
H -8.396 15.648 8.366
H -7.453 33.239 8.640
H 0.476 32.340 1.793
H -8.906 30.079 13.990
H -2.141 31.406 2.228
H -1.771 22.221 5.767
H 0.006 35.786 5.505
H -14.094 34.735 8.267
H -13.072 35.131 6.806
H -8.468 31.387 12.967
H 0.953 31.056 3.033
H -9.341 17.732 7.814
H -7.107 22.034 14.640
H -12.538 25.935 12.407
H -1.595 32.274 5.509
H -0.080 31.439 5.356
H -8.489 32.559 7.309
H -17.777 27.560 10.937
H -6.227 25.362 9.310
H -11.643 35.445 16.106
H -2.234 23.602 14.682
H -17.785 29.134 11.758
H -0.359 23.039 6.328
H -6.917 32.774 -1.828
H -1.727 36.228 2.289
H -7.174 15.326 4.066
H -1.474 35.207 5.633
H -0.265 21.367 5.730
H -5.549 30.920 -4.729
H -6.572 14.081 8.621
H -14.628 27.085 14.693
H -11.325 31.890 16.405
H -4.873 14.581 8.544
H -5.087 17.281 9.512
H -11.750 33.323 17.379
H -6.279 20.541 14.893
H -5.004 18.017 5.049
H 1.115 23.773 3.504
H -5.926 15.169 9.859
H 1.316 32.763 3.264
H -12.575 33.024 15.969
H -3.785 21.833 16.718
H -5.402 32.483 -4.110
H -5.991 16.460 3.522
H -13.881 24.929 13.038
H -2.442 23.917 16.449
H -6.033 18.302 8.713
H -12.426 35.670 10.029
H 0.505 35.393 1.911
H -8.226 31.813 -2.103
H -10.467 35.254 7.191
H -9.109 31.296 0.067
H -4.927 25.214 6.683
H -16.472 25.824 11.865
H -14.202 28.385 13.683
```

The total charge is 0. Its HOMO-LUMO gap is 8.39 eV. The HOMO energy comes out at -8.10 eV. The energy above the lowest of the compared OMol25 structures with the same formula, charge and spin comes out at 107.8 kcal per mole. As for the SMILES: CC1(C)CCCC(C)(C)N1O.CC1(C)CCCC(C)(C)N1O.COC[C@H](C)N.COC[C@H](C)N.COC[C@H](C)N.COC[C@H](C)N.COC[C@H](C)N.CCO.CCO.

Atom charges from the Löwdin analysis, given in e for atoms 1 to 5:
1. O -0.02
2. O -0.05
3. O -0.18
4. O -0.21
5. O -0.03